Formula: C30H47N7O2OsP
Source: OMol25
Level of theory: ωB97M-V/def2-TZVPD

Results
- Orbital gap: 0.2811 hartree
- Total energy: -58152.0416 eV
- Relative energy (zero: lowest compared OMol25 entry of this formula, charge and spin): 56.1 kJ/mol
- Max |F|: 0.39 eV/Å
- HOMO: -10.570 eV
- Lowest unoccupied orbital energy: -2.92 eV

Structure (ORCA input):
```
! wB97M-V def2-TZVPD RIJCOSX def2/J DEFGRID3
* xyz 1 1
Os 0.35 -0.91 1.43
O 3.45 -2.06 4.04
C 2.74 -1.68 3.12
N 1.41 -1.81 2.99
C 0.69 -1.88 4.24
C -0.24 -0.70 4.28
C -0.84 -0.24 5.44
C -1.69 0.85 5.39
C -1.92 1.46 4.17
C -1.30 0.97 3.04
N -0.47 -0.09 3.10
C 3.30 -0.82 2.02
C 4.66 -0.64 1.86
C 5.11 0.24 0.90
C 4.17 0.92 0.13
C 2.83 0.69 0.35
N 2.38 -0.16 1.29
H 1.38 -1.84 5.09
H 0.12 -2.81 4.35
H -0.63 -0.75 6.37
H -2.15 1.22 6.29
H -2.57 2.32 4.08
H -1.43 1.39 2.05
H 5.32 -1.20 2.51
H 6.17 0.40 0.75
H 4.47 1.62 -0.63
H 2.08 1.18 -0.24
C -3.03 -3.24 1.64
C -1.64 -3.09 2.22
C -0.94 -4.42 2.45
O -0.85 -2.34 1.30
H -3.52 -2.27 1.53
H -3.64 -3.86 2.29
H -2.98 -3.71 0.66
H -1.71 -2.54 3.16
H -0.93 -4.99 1.52
H -1.45 -5.01 3.21
H 0.09 -4.25 2.76
N -0.33 0.47 0.33
P -0.25 0.63 -1.26
N -1.74 0.70 -1.98
C -2.59 -0.49 -1.86
C -3.55 -0.39 -0.68
C -4.38 0.89 -0.77
C -3.47 2.11 -0.90
C -2.51 1.94 -2.07
N 0.42 -0.69 -2.01
C 0.23 -1.01 -3.43
C 1.56 -1.28 -4.10
C 2.31 -2.40 -3.38
C 2.44 -2.10 -1.89
C 1.07 -1.80 -1.31
N 0.52 2.04 -1.63
C 1.12 2.28 -2.95
C 0.71 3.63 -3.52
C 0.96 4.76 -2.52
C 0.28 4.46 -1.19
C 0.75 3.11 -0.66
H -1.96 -1.37 -1.75
H -3.15 -0.59 -2.80
H -2.96 -0.39 0.23
H -4.20 -1.27 -0.67
H -5.03 0.99 0.11
H -5.04 0.84 -1.64
H -2.88 2.24 0.02
H -4.05 3.02 -1.04
H -1.82 2.77 -2.15
H -3.08 1.89 -3.01
H -0.33 -0.20 -3.90
H -0.40 -1.91 -3.50
H 2.16 -0.37 -4.10
H 1.39 -1.56 -5.15
H 3.30 -2.55 -3.82
H 1.76 -3.34 -3.51
H 3.09 -1.23 -1.74
H 2.89 -2.94 -1.36
H 1.19 -1.58 -0.24
H 0.43 -2.69 -1.38
H 0.81 1.49 -3.63
H 2.21 2.23 -2.86
H -0.35 3.60 -3.79
H 1.27 3.80 -4.44
H 0.61 5.71 -2.93
H 2.04 4.87 -2.36
H -0.81 4.44 -1.32
H 0.50 5.23 -0.46
H 0.26 2.85 0.28
H 1.83 3.19 -0.45
*
```